# C6H10

The molecule C6H10 (ωB97M-V/def2-TZVPD, the OMol25 dataset).

Output
SMILES   C=CC/C=C/C

Cartesian coordinates (Å):
C (-0.401, -1.263, -2.804)
C (0.089, -0.805, -1.649)
C (-0.631, -0.756, -0.298)
C (0.195, -0.083, 0.741)
C (-0.170, 0.866, 1.623)
C (0.859, 1.813, 2.207)
H (-1.126, -2.081, -2.826)
H (-0.253, -0.715, -3.735)
H (1.165, -0.598, -1.562)
H (-1.628, -0.346, -0.234)
H (-0.733, -1.828, -0.075)
H (1.263, -0.031, 0.506)
H (-1.215, 0.960, 1.911)
H (1.839, 1.324, 2.264)
H (0.962, 2.744, 1.636)
H (0.526, 2.134, 3.203)

Calculated atomic charges, method natural (NBO), unit e: C -0.43; C -0.13; C -0.50; C -0.18; C -0.17; C -0.64; H 0.19; H 0.21; H 0.19; H 0.23; H 0.23; H 0.18; H 0.19; H 0.22; H 0.22; H 0.21

# C11H15N

A cluster of 2 separate species, C11H15N in total (ωB97M-V/def2-TZVPD, the OMol25 dataset).

Output
SMILES   Cc1c[nH]c2ccccc12.CC

Cartesian coordinates (Å):
C (-0.168, -0.554, -1.263)
C (1.014, -0.803, -0.406)
C (1.785, -1.900, -0.356)
N (2.727, -1.780, 0.688)
C (2.655, -0.391, 0.998)
C (3.467, 0.285, 1.978)
C (3.104, 1.535, 2.434)
C (1.898, 2.157, 1.890)
C (1.266, 1.473, 0.819)
C (1.708, 0.261, 0.360)
H (-0.025, 0.537, -1.516)
H (-1.005, -1.063, -0.796)
H (-0.077, -0.829, -2.301)
H (1.622, -3.009, -0.699)
H (3.330, -2.490, 1.094)
H (4.449, -0.178, 2.350)
H (3.803, 2.110, 3.096)
H (1.432, 3.040, 2.220)
H (0.231, 1.743, 0.537)
C (-4.302, 0.418, -0.801)
C (-3.872, -0.474, -2.050)
H (-5.056, -0.212, -0.351)
H (-3.663, 0.593, 0.076)
H (-4.777, 1.529, -0.906)
H (-3.985, -1.496, -1.993)
H (-2.831, -0.268, -2.341)
H (-4.731, -0.234, -2.761)

Calculated atomic charges, method natural (NBO), unit e: C -0.67; C -0.08; C -0.02; N -0.56; C 0.16; C -0.23; C -0.22; C -0.24; C -0.18; C -0.13; H 0.23; H 0.23; H 0.23; H 0.21; H 0.42; H 0.21; H 0.22; H 0.21; H 0.21; C -0.63; C -0.61; H 0.20; H 0.21; H 0.21; H 0.20; H 0.21; H 0.21

# C3H9N3O

The molecule C3H9N3O (ωB97M-V/def2-TZVPD, the OMol25 dataset).

Output
SMILES   NCNC(=O)CN

Cartesian coordinates (Å):
N (-1.960, -1.067, 1.227)
C (-1.600, -1.251, -0.199)
N (-0.904, -0.043, -0.583)
C (0.503, 0.042, -0.607)
O (1.204, -1.011, -0.431)
C (1.094, 1.437, -0.548)
N (1.793, 2.016, 0.790)
H (-2.439, -1.991, 1.324)
H (-1.064, -1.086, 1.696)
H (-2.412, -1.450, -0.814)
H (-0.893, -2.168, -0.335)
H (-1.626, 0.676, -0.765)
H (0.217, 2.072, -0.807)
H (1.943, 1.398, -1.250)
H (2.692, 1.431, 0.872)
H (1.472, 1.485, 1.621)

Calculated atomic charges, method natural (NBO), unit e: N -0.82; C -0.06; N -0.64; C 0.65; O -0.64; C -0.32; N -0.79; H 0.35; H 0.36; H 0.18; H 0.20; H 0.41; H 0.20; H 0.23; H 0.35; H 0.35

| no. | LUMO energy (Ha) | HOMO (eV) |
| --- | --- | --- |
| 1 | 0.041 | -8.46 |
| 2 | 0.035 | -7.93 |
| 3 | 0.031 | -9.79 |